Density functional theory data (ωB97M-V with the def2-TZVPD basis set) for a cluster of 8 separate species, C48H102O2 in total at a distorted geometry.

Structure (XYZ):
```
152
C48H102O2, DFT ωB97M-V with the def2-TZVPD basis set
C -23.918 19.463 -10.377
H -13.329 7.276 -4.061
H -18.613 13.890 -10.445
H -18.032 17.993 -2.314
H -18.770 6.318 -6.198
H -17.010 13.803 -8.468
C -23.166 8.911 -6.417
H -13.581 10.054 -3.065
H -14.748 8.069 -5.835
H -13.630 10.187 -0.881
C -19.394 4.620 -7.357
C -24.844 13.504 -9.618
H -14.651 13.230 -1.309
C -23.836 16.768 -13.941
H -19.833 11.152 -8.100
H -15.624 9.056 -8.505
C -13.829 7.854 -3.283
H -21.634 18.101 -9.658
H -19.976 18.717 -3.738
C -25.270 13.417 -11.075
H -22.591 9.469 -5.655
C -16.312 9.308 -7.681
H -15.968 10.447 -1.423
H -20.890 18.820 -2.214
H -19.464 13.672 -4.584
H -13.685 8.772 -7.080
C -21.721 11.890 -7.313
C -22.830 17.005 -2.996
H -12.410 9.103 -5.225
H -15.953 10.237 -5.667
H -23.761 8.176 -5.865
C -15.726 13.866 -3.663
H -21.763 9.032 -8.104
H -25.801 16.787 -13.391
H -20.293 12.937 -12.140
C -15.447 9.959 -6.591
H -15.975 12.490 -11.055
C -20.408 11.743 -7.397
H -20.595 6.624 -8.645
H -23.908 17.605 -14.651
H -20.310 10.465 -12.832
C -16.510 13.012 -9.017
H -20.330 4.406 -6.858
H -20.308 10.044 -11.118
C -15.827 15.254 -2.957
H -24.354 17.802 -4.296
C -20.552 18.141 -3.009
C -16.161 12.769 -2.707
H -25.621 15.900 -14.900
C -22.384 16.595 -8.266
H -24.065 18.912 -11.308
H -24.588 17.970 -8.895
H -19.802 16.917 -9.303
H -16.796 8.388 -7.356
C -14.312 9.011 -6.207
H -14.158 11.971 -2.399
C -21.769 17.681 -3.818
H -15.070 9.548 -3.799
O -18.337 12.147 -6.274
C -19.848 16.171 -8.503
H -14.712 13.662 -4.054
H -23.964 16.094 -4.657
H -18.089 6.295 -7.833
H -18.313 11.369 -10.437
H -19.578 16.614 -7.541
H -21.913 14.119 -4.621
H -23.464 19.124 -8.335
H -20.787 7.938 -5.919
H -23.484 17.107 -12.964
H -16.996 13.144 -2.099
H -23.004 17.662 -2.145
H -15.016 10.919 -6.933
H -22.758 16.937 -10.345
C -20.100 7.035 -7.753
H -24.759 20.120 -10.148
H -23.332 16.113 -7.960
C -15.457 11.241 -0.879
H -21.596 6.489 -6.404
H -16.387 13.923 -4.542
C -25.206 14.670 -13.225
H -24.882 16.482 -3.164
H -17.990 16.626 -1.173
H -20.489 12.462 -10.467
H -13.268 7.747 -2.348
H -19.455 16.264 -3.219
H -16.458 11.825 -3.183
H -18.106 11.408 -12.158
H -22.468 16.030 -2.644
H -25.051 14.450 -9.114
H -21.495 15.019 -9.470
H -23.766 9.626 -6.987
C -23.675 18.504 -9.211
H -23.739 13.396 -9.591
H -14.783 7.337 -3.143
C -21.290 15.537 -8.520
H -15.945 14.230 -10.576
H -21.776 10.778 -11.923
H -20.578 16.347 -1.885
C -19.004 6.104 -7.249
H -26.221 14.252 -13.331
H -25.167 15.524 -11.211
H -13.305 10.636 -5.270
H -15.602 16.082 -3.636
H -23.070 16.063 -14.326
C -21.194 7.416 -6.795
H -24.561 13.962 -13.763
H -15.491 12.854 -8.614
C -16.500 13.283 -10.499
H -17.098 12.135 -8.775
H -22.416 11.469 -8.024
H -13.777 11.359 0.449
H -23.697 14.640 -11.645
C -19.825 16.929 -2.415
C -22.546 17.541 -9.443
C -19.539 12.376 -6.348
H -23.034 20.116 -10.561
C -24.792 14.658 -11.760
C -18.625 17.409 -1.634
C -13.408 9.555 -5.144
H -16.824 15.362 -2.521
H -18.642 3.939 -6.907
O -23.517 12.965 -6.282
C -14.302 10.610 -0.147
C -20.693 10.773 -11.821
H -14.611 9.835 0.545
H -22.201 18.579 -4.300
H -19.540 4.345 -8.416
H -18.945 18.005 -0.770
H -19.601 7.943 -8.109
H -22.108 17.201 -7.386
C -21.450 13.437 -5.308
C -20.047 12.146 -11.413
H -17.916 13.861 -12.071
C -18.499 12.000 -11.323
C -15.016 12.338 -1.826
H -17.080 9.943 -8.122
H -25.247 12.655 -9.067
H -19.104 15.395 -8.743
H -21.317 14.802 -7.725
C -20.136 13.258 -5.308
C -25.194 16.044 -13.909
H -26.366 13.337 -11.191
H -24.888 12.467 -11.479
C -22.239 8.291 -7.446
H -16.201 11.643 -0.194
C -22.307 12.765 -6.317
C -17.894 13.360 -11.089
C -14.001 9.322 -3.767
C -24.092 16.842 -3.848
H -15.084 15.360 -2.145
H -21.385 17.087 -4.659
H -22.868 7.673 -8.104
```

Summary:
charge	0
LUMO	-1.53	eV
max |F|	2.2	eV/A
SMILES	O=C1C=CC(=O)C=C1.CCCCCC.CCCCCC.CCCCCC.CCCCCC.CCCCCC.CCCCCC.CCCCCC

Density functional theory data (ωB97M-V with the def2-TZVPD basis set) for an isolated molecule of C5H5N.

Structure (XYZ):
```
11
C5H5N, DFT ωB97M-V with the def2-TZVPD basis set
H -0.339 2.246 0.323
H 1.948 1.290 -0.232
H -2.204 0.690 -0.422
C 1.109 0.653 0.036
C -0.178 1.186 0.135
C 1.237 -0.726 0.136
C -0.994 -1.046 0.050
C -1.249 0.314 -0.067
N 0.207 -1.543 0.327
H 2.152 -1.270 -0.071
H -1.705 -1.824 -0.205
```

Summary:
ΔE to the lowest compared entry with this formula, charge and spin	0.6054	eV
charge	0
LUMO	0.72	eV
max |F|	0.9	eV/A
SMILES	c1ccncc1

Density functional theory data (ωB97M-V with the def2-TZVPD basis set) for a structure of composition C40H34LiN3P2Se2.

Structure (XYZ):
```
82
C40H34LiN3P2Se2, DFT ωB97M-V with the def2-TZVPD basis set
H -1.435 -4.816 -4.055
C 0.366 -2.986 2.822
C 0.948 4.868 0.938
H 1.363 2.063 1.789
C 0.028 1.673 -2.465
Li 0.271 -0.094 -0.323
C 0.721 6.240 0.834
H 4.086 4.802 -0.360
C -1.995 -1.797 1.041
H 2.379 3.308 0.577
C -1.602 -4.823 -2.985
H -2.101 4.253 -2.788
H -0.131 4.360 -1.288
H -2.169 -4.865 0.832
C -1.760 3.315 -2.347
H 5.198 -2.790 0.648
H -2.951 -0.660 3.609
H -2.696 -1.534 0.239
C 0.454 2.342 2.326
C 2.173 4.368 0.505
H 3.649 -2.130 2.495
H 2.573 -5.974 1.762
C 1.677 7.086 0.291
H -0.243 -2.141 3.124
P -0.407 3.854 1.657
C 0.364 -3.409 1.493
C -1.247 -3.829 -0.811
Se 2.790 0.028 -2.743
C -2.852 1.216 -3.040
H 4.843 -1.808 -1.624
C -1.248 3.269 0.125
H 1.178 -4.821 0.093
C 1.958 -5.134 2.063
C 4.379 -2.105 0.466
C -3.148 1.932 -0.647
C 3.139 5.211 -0.029
C -2.973 2.374 -2.071
H -0.290 3.171 -4.042
C 1.954 -4.710 3.387
C -1.610 -0.595 1.858
H -1.545 1.571 4.328
H -2.481 -2.555 1.660
N -0.582 0.217 1.473
C -1.043 -3.832 -2.186
C -1.645 0.312 -3.006
C 1.171 -4.487 1.125
H 0.748 2.659 3.330
H -0.221 6.646 1.186
C -1.730 1.435 -4.004
H 2.566 -5.217 4.122
P -0.514 -2.479 0.187
C -0.847 2.519 -3.374
N 2.268 -0.381 -0.012
C -1.411 0.963 3.445
H -2.578 2.018 1.363
H 1.771 -0.564 1.969
H -3.965 1.240 -0.466
C -2.368 -5.823 -2.409
C -0.478 1.173 2.442
Se 1.883 2.059 -2.155
C 3.530 -1.735 1.497
C -0.949 3.664 -1.113
C 2.892 6.571 -0.142
H -1.757 -0.735 -3.247
C 2.491 -0.865 1.215
H -3.781 0.773 -3.381
H -3.168 -6.616 -0.581
H -1.822 1.289 -5.071
C -2.015 -4.844 -0.240
C -2.149 -0.182 3.066
H 3.644 7.230 -0.557
C -2.395 2.358 0.351
N -0.514 0.583 -2.114
H -0.436 -3.052 -2.634
H -3.894 2.897 -2.351
H 1.144 -3.308 4.792
C 1.156 -3.640 3.761
H 1.478 8.147 0.215
C 4.182 -1.575 -0.800
C 3.109 -0.717 -0.982
C -2.573 -5.833 -1.033
H -2.804 -6.598 -3.026
```

Summary:
charge	0
LUMO	-0.37	eV
max |F|	0.7	eV/A

Density functional theory data (ωB97M-V with the def2-TZVPD basis set) for an isolated molecule of C8H8N2O at a distorted geometry.

Structure (XYZ):
```
19
C8H8N2O, DFT ωB97M-V with the def2-TZVPD basis set
H -1.234 1.219 2.016
H 2.563 0.829 -1.707
H 0.321 -1.157 -1.417
H -0.750 -1.213 0.345
C 0.661 0.570 1.929
C 1.215 1.345 3.035
C 1.517 0.146 1.025
C 2.048 -0.133 -1.316
H -1.146 -0.287 2.640
C -0.364 0.839 -1.329
C -1.348 -0.433 0.517
N 2.167 -0.446 0.140
H 2.697 -0.826 -1.785
N 1.563 2.106 3.837
H -2.314 -0.686 0.700
H -0.238 1.851 -1.605
O -1.424 0.562 -0.552
C -0.860 0.268 1.846
C 0.544 -0.115 -1.686
```

Summary:
ΔE to the lowest compared entry with this formula, charge and spin	2.8380	eV
⟨S²⟩	2.007
charge	0
LUMO (alpha / beta)	0.51 / -1.99	eV
max |F|	7.3	eV/A
spin multiplicity	3

Density functional theory data (ωB97M-V with the def2-TZVPD basis set) for a structure of composition C5H12N2O2 at a distorted geometry.

Structure (XYZ):
```
21
C5H12N2O2, DFT ωB97M-V with the def2-TZVPD basis set
H 1.761 -0.256 2.987
O -2.894 -0.412 -0.035
O -1.420 0.621 -1.950
H 2.406 0.206 -0.180
H 1.474 1.698 0.074
C 0.781 -0.170 2.518
N 0.364 -1.053 1.740
N 0.370 0.022 -0.508
H -2.207 0.045 -1.839
H 0.633 -1.069 -2.298
H -0.462 -1.793 -1.110
C -0.873 0.737 -0.681
H -0.700 1.793 -0.445
H 0.218 0.730 2.804
C 0.467 -1.240 -1.229
H -1.873 0.726 1.315
H 1.803 1.135 -1.579
C 1.583 0.814 -0.553
C -1.857 0.112 0.396
H 1.272 -1.818 -0.780
H -0.847 -0.829 1.354
```

Summary:
ΔE to the lowest compared entry with this formula, charge and spin	5.1120	eV
charge	0
LUMO	-0.54	eV
max |F|	5.1	eV/A

Density functional theory data (ωB97M-V with the def2-TZVPD basis set) for a cluster of 2 separate species, CH4NO2Si in total at a distorted geometry.

Structure (XYZ):
```
9
CH4NO2Si, DFT ωB97M-V with the def2-TZVPD basis set
H 2.075 -1.259 0.852
H 2.178 0.414 0.987
H 0.247 -0.591 -1.870
Si 0.298 0.021 -0.351
N 1.918 -0.345 0.388
O -0.961 -0.479 0.409
H 0.516 1.468 -0.492
C -3.064 -0.156 0.233
O -3.207 0.927 -0.157
```

Summary:
ΔE to the lowest compared entry with this formula, charge and spin	0.1320	eV
charge	-1
LUMO	4.42	eV
max |F|	2.0	eV/A

Calculated calculated total energy (a.u.), listed in the same order as above: -2040.49944; -248.25279; -7202.05277; -494.11476; -457.56105; -535.30515